# 1
C14H12FN | ωB97M-V/def2-TZVPD

XYZ file:
```
28
Properties=species:S:1:pos:R:3:forces:R:3
C 2.370 -1.982 -2.079 1.00 -1.71 1.16
C 0.309 2.690 2.832 1.32 -1.26 -0.34
C 1.608 -2.756 -1.195 -0.04 0.75 -0.11
C 1.893 -0.740 -2.379 0.61 0.49 -0.90
C 1.205 1.726 2.339 -2.82 -1.28 -3.10
C -0.967 2.834 2.331 -2.12 0.77 -0.94
C 0.362 -2.308 -0.738 2.22 -1.60 1.02
C 0.668 -0.261 -1.964 2.37 -2.27 0.41
C 0.721 0.845 1.277 1.27 1.29 2.36
C -1.403 1.963 1.322 -1.65 1.41 -0.40
C -0.028 -1.027 -1.070 -2.55 -0.97 -0.29
C -0.559 1.038 0.843 -0.12 -4.40 -2.58
C -2.641 -0.949 -0.264 0.25 1.33 4.00
C -1.271 -0.524 -0.550 0.04 4.95 2.75
N -2.408 0.059 -1.213 0.22 0.40 -0.42
F -2.903 -2.203 -0.578 -1.01 -1.66 -0.87
H 3.408 -2.339 -2.332 -1.26 0.63 0.07
H 0.723 3.185 3.652 0.01 1.51 1.13
H 2.044 -3.590 -0.673 0.05 -0.61 -0.41
H 2.557 -0.060 -2.876 0.11 0.24 -0.56
H 2.236 1.607 2.543 0.75 0.23 0.99
H -1.752 3.646 2.528 1.72 -1.08 0.54
H 0.001 -3.004 0.062 -0.69 1.33 -0.85
H 0.571 0.725 -2.194 -1.41 2.66 -0.30
H 1.390 0.031 0.989 -0.37 0.24 -0.39
H -2.406 2.099 0.820 1.04 -0.18 0.76
H -3.169 -0.622 0.765 1.04 -0.85 -2.54
H -2.561 -0.082 -2.199 0.04 -0.37 -0.21
```
Positions in Å, forces in eV/Å.

Summary:
* Kohn-Sham gap: 8.75 eV
* maximum force: 5.7 eV Å⁻¹
* total charge: 0
* LUMO energy: 0.634 eV
* relative energy (zero: lowest compared OMol25 entry of this formula, charge and spin): 216.7 kJ/mol

# 2
C9H14N2O7 | ωB97M-V/def2-TZVPD

XYZ file:
```
32
Properties=species:S:1:pos:R:3:forces:R:3
C 0.544 0.863 -0.369 1.21 0.42 -0.61
C -0.872 1.292 0.310 2.40 -1.58 -4.08
C 1.574 2.036 -0.225 -1.94 0.98 -0.78
C 2.797 1.888 -1.091 1.91 -0.78 -0.28
C 3.520 0.607 -0.702 -0.36 -4.19 -0.20
C -1.340 -1.043 0.416 2.42 -0.20 -0.41
C -1.760 -2.126 -0.641 -2.04 -0.02 0.83
C -1.663 -1.535 1.752 1.98 1.98 2.79
C -3.017 -1.523 2.180 -5.17 2.89 8.89
H -0.484 1.741 -2.111 3.25 -4.29 0.33
H 1.121 0.536 -2.690 -3.10 1.24 3.74
H 0.903 -0.131 -0.030 0.36 1.17 -0.37
H 0.917 2.926 -0.482 1.17 -0.77 -0.12
H 2.038 2.372 0.698 -0.80 -0.85 0.96
H 3.539 2.569 -0.720 0.11 1.05 -0.11
H 2.803 2.019 -2.186 -0.60 -0.32 0.48
H 4.824 -0.138 0.240 0.87 -1.66 0.57
H -2.659 0.636 0.479 -2.38 0.19 0.91
H -0.185 -0.911 0.761 -2.63 -0.79 -2.62
H -0.956 -0.907 2.500 -2.33 -1.16 -1.19
H -1.379 -2.528 1.997 0.85 -1.19 -0.66
H -3.701 -2.959 1.142 0.75 -0.78 -1.57
H -0.481 -1.203 -2.025 -2.95 -1.29 1.28
N 0.239 0.698 -1.873 -0.91 2.50 -1.95
N -1.841 0.343 0.047 2.82 -2.03 1.13
O -1.037 2.448 0.474 -1.05 1.86 1.40
O 3.249 -0.600 -0.968 -0.07 3.70 -0.06
O 4.568 0.759 0.144 -1.04 2.20 -0.82
O -2.649 -2.985 -0.304 3.87 2.76 -2.22
O -3.357 -0.828 3.276 2.00 -2.39 -5.65
O -3.942 -2.412 1.868 -0.32 1.01 0.62
O -1.314 -1.906 -1.867 1.74 0.35 -0.26
```
Positions in Å, forces in eV/Å.

Summary:
* Kohn-Sham gap: 9.72 eV
* maximum force: 10.7 eV Å⁻¹
* total charge: 0
* LUMO energy: 0.054 eV
* relative energy (zero: lowest compared OMol25 entry of this formula, charge and spin): 658.2 kJ/mol

# 3
C16H19B2Cl16O3 | ωB97M-V/def2-TZVPD

XYZ file:
```
56
Properties=species:S:1:pos:R:3:forces:R:3
C 2.651 -4.985 -1.151 -0.72 0.01 0.17
C 1.434 -4.143 -0.690 0.75 -0.22 -0.88
B 0.898 -3.216 -1.884 -0.13 0.17 -0.09
O 1.077 -3.749 -3.203 -0.23 -0.05 0.31
B 0.113 -1.719 -1.732 0.17 0.53 0.72
C -0.050 -1.200 -0.145 -0.62 -0.11 -0.55
C -1.380 -1.689 0.426 0.47 0.05 -0.18
O -1.359 -1.973 1.837 -0.28 0.12 0.01
C 0.731 -0.542 -2.744 -0.20 -0.47 0.07
C 2.211 -0.429 -2.781 -0.33 0.49 -0.21
O 2.829 -0.472 -3.828 0.38 -0.23 -0.39
C 3.030 -0.241 -1.533 0.29 -0.21 0.34
C 4.315 -0.787 -1.517 0.11 -0.01 0.06
C 5.164 -0.636 -0.427 -0.43 0.18 -0.20
C 4.730 0.084 0.682 -0.08 -0.17 -0.47
C 3.450 0.627 0.673 0.29 0.00 0.23
C 2.604 0.470 -0.419 0.19 0.04 0.05
H 3.081 -5.550 -0.324 0.22 0.03 0.03
H 2.319 -5.698 -1.903 0.14 -0.08 -0.15
H 3.395 -4.343 -1.616 0.23 -0.04 0.05
H 0.630 -4.831 -0.410 -0.12 0.11 0.33
H 1.739 -3.542 0.164 -0.35 0.04 0.24
H 0.372 -4.383 -3.364 0.15 -0.15 -0.18
H -1.046 -1.917 -2.118 -0.01 -0.06 -0.20
H -0.111 -0.105 -0.152 0.21 0.09 0.21
H 0.769 -1.507 0.509 0.07 0.00 0.08
H -1.718 -2.592 -0.076 0.07 -0.28 0.20
H -2.129 -0.924 0.198 -0.23 -0.06 0.08
H -1.034 -1.170 2.255 0.09 -0.03 0.08
H 0.273 0.429 -2.534 0.08 0.06 0.32
H 0.440 -0.800 -3.761 0.05 0.10 -0.18
H 4.652 -1.329 -2.388 -0.04 -0.02 -0.09
H 6.156 -1.059 -0.478 0.11 -0.06 0.13
H 5.398 0.217 1.520 -0.06 0.06 0.18
H 3.131 1.171 1.552 -0.19 0.12 -0.03
H 1.622 0.914 -0.403 -0.09 -0.01 -0.02
C -3.655 1.933 0.854 0.07 -0.07 0.00
Cl -1.917 1.832 1.141 0.00 0.02 -0.03
Cl -4.109 3.635 0.640 -0.28 -0.28 -0.35
Cl -4.075 1.030 -0.597 0.00 0.05 0.01
Cl -4.517 1.267 2.244 0.02 0.03 -0.05
C -2.226 6.888 3.394 -0.03 0.00 -0.08
Cl -2.958 5.743 2.266 0.27 0.30 0.39
Cl -1.058 7.904 2.541 -0.01 0.00 0.01
Cl -3.485 7.911 4.104 0.01 0.00 0.00
Cl -1.403 5.997 4.679 0.00 0.00 0.00
C -5.259 0.049 5.986 0.04 -0.01 -0.03
Cl -3.519 -0.064 6.254 -0.02 0.00 -0.01
Cl -5.712 1.742 5.759 -0.01 0.00 0.01
Cl -5.692 -0.875 4.547 -0.03 -0.03 0.06
Cl -6.117 -0.606 7.389 -0.01 0.00 0.01
C -1.042 3.466 -3.892 0.08 -0.18 0.03
Cl -2.635 3.514 -4.669 -0.01 0.03 0.00
Cl -1.235 3.033 -2.192 -0.05 0.09 0.10
Cl -0.033 2.256 -4.666 0.02 0.09 -0.15
Cl -0.283 5.062 -4.020 -0.02 0.01 0.01
```
Positions in Å, forces in eV/Å.

Summary:
* Kohn-Sham gap: 5.81 eV
* maximum force: 1.2 eV Å⁻¹
* total charge: -1
* LUMO energy: 1.545 eV